(1)
C39H26N2OPReS2 | wB97M-V/def2-TZVPD

Geometry as XYZ:
```
72
Properties=species:S:1:pos:R:3:forces:R:3:lowdin_charge:R:1
Re -0.2676 0.0512 0.4875 -0.4 -0.3 0.6 1.56
S 4.2113 0.0957 -3.0975 0.0 -0.1 0.5 1.07
C 5.7465 0.0063 -3.8076 0.3 0.0 0.0 -0.36
C 6.7423 -0.1212 -2.8790 0.0 0.1 -0.3 -0.13
C 6.2519 -0.1421 -1.5626 -0.2 0.0 0.3 -0.08
C 4.8808 -0.0286 -1.4874 0.1 0.1 -0.7 -0.46
C 4.0336 -0.0431 -0.3144 -0.1 0.0 0.3 -0.17
C 2.6338 0.0348 -0.4486 0.2 0.0 -0.1 -0.08
N 1.7909 -0.0146 0.5859 0.6 0.1 -0.1 -0.10
C 2.3042 -0.1876 1.8418 0.1 0.0 -0.1 -0.15
C 3.6809 -0.2032 2.0864 -0.3 0.0 0.0 -0.10
C 4.1033 -0.3423 3.4533 0.1 0.0 0.2 0.03
C 3.2114 -0.4723 4.4630 0.1 0.0 0.1 0.03
C 1.7959 -0.4817 4.2177 -0.1 0.1 -0.4 -0.10
C 0.8066 -0.5917 5.1993 -0.3 0.0 -0.1 0.09
C -0.5517 -0.5889 4.8613 0.3 0.0 -0.2 -0.17
C -0.8659 -0.5224 3.4868 -0.1 -0.1 0.3 -0.02
N 0.0611 -0.4102 2.5417 -0.1 -0.2 -0.2 -0.05
C 1.3756 -0.3594 2.8894 0.0 0.0 0.3 -0.16
C -1.6050 -0.6692 5.8455 -0.3 -0.1 0.7 -0.48
C -2.9714 -0.7589 5.6531 0.4 0.1 -0.2 -0.10
C -3.6967 -0.8355 6.8493 0.0 0.0 0.3 -0.14
C -2.8829 -0.8066 7.9521 -0.3 0.0 -0.1 -0.36
S -1.2470 -0.6955 7.5518 0.1 0.1 -0.5 1.11
C 4.5417 -0.1105 0.9870 -0.2 0.0 -0.2 0.12
H 5.8500 0.0406 -4.8812 0.0 0.0 0.0 0.09
H 7.7859 -0.1961 -3.1443 0.0 0.0 0.0 0.13
H 6.8990 -0.2513 -0.7033 0.0 0.0 0.0 0.12
H 2.1864 0.1625 -1.4275 0.0 0.0 0.0 0.10
H 5.1650 -0.3552 3.6643 0.0 0.0 0.0 0.14
H 3.5529 -0.5908 5.4834 0.0 0.0 0.0 0.14
H 1.0974 -0.6894 6.2381 0.0 0.0 0.0 0.12
H -1.8970 -0.5830 3.1605 0.0 0.0 0.0 0.12
H -3.4487 -0.7719 4.6828 0.0 0.0 0.0 0.11
H -4.7707 -0.9237 6.9115 0.0 0.0 0.0 0.12
H -3.1873 -0.8478 8.9869 0.0 0.0 0.0 0.09
H 5.6123 -0.1017 1.1467 0.0 0.0 0.0 0.14
O -2.2866 -0.6021 0.3284 0.0 -0.2 0.1 0.02
C -2.1177 0.4667 -0.2460 0.4 0.8 0.1 -0.35
C -2.7876 1.6728 -0.5799 -0.3 0.0 -0.2 -0.21
C -4.1585 1.8288 -0.8187 0.0 -0.1 0.0 0.05
C -4.6678 3.1126 -0.8699 -0.1 0.0 0.0 0.01
C -3.8363 4.2131 -0.6661 0.1 0.0 0.0 0.03
C -2.4645 4.0598 -0.4597 0.1 0.0 0.0 -0.02
C -1.9304 2.7873 -0.4505 0.1 -0.2 0.0 -0.30
P -0.1682 2.3819 -0.2222 -0.1 0.6 -0.3 1.04
C 0.4038 3.2320 1.2605 -0.2 -0.3 0.0 -0.35
C -0.3755 3.0215 2.4078 0.0 0.0 -0.1 -0.11
C 0.0264 3.5422 3.6236 -0.1 0.0 0.1 -0.04
C 1.2116 4.2667 3.7042 0.0 0.0 0.0 -0.02
C 1.9729 4.4953 2.5656 0.0 0.0 0.0 -0.03
C 1.5768 3.9777 1.3405 0.0 0.0 -0.1 -0.05
C 0.6948 2.9199 -1.7014 0.1 -0.3 0.2 -0.33
C -0.0214 3.3724 -2.8123 0.0 -0.1 0.1 -0.06
C 0.6663 3.8326 -3.9232 0.0 0.0 0.0 -0.03
C 2.0548 3.8331 -3.9355 -0.1 0.0 0.0 -0.01
C 2.7678 3.3524 -2.8434 0.1 0.0 0.0 -0.06
C 2.0949 2.8888 -1.7282 -0.1 0.0 0.0 -0.13
H -4.7952 0.9646 -0.9599 0.0 0.0 0.1 0.15
H -5.7229 3.2654 -1.0539 0.0 0.0 0.0 0.14
H -4.2615 5.2088 -0.6701 0.0 0.0 0.0 0.14
H -1.8276 4.9257 -0.3264 0.0 0.0 0.0 0.14
H -1.3175 2.4840 2.3328 0.0 0.0 0.1 0.10
H -0.5934 3.4058 4.5007 0.0 0.0 0.0 0.12
H 1.5341 4.6676 4.6561 0.0 0.0 0.0 0.13
H 2.8700 5.0966 2.6253 0.0 0.0 0.0 0.13
H 2.1640 4.1821 0.4555 0.0 0.0 0.0 0.10
H -1.1025 3.3697 -2.8150 0.0 0.0 0.0 0.11
H 0.1132 4.1934 -4.7797 0.0 0.0 0.0 0.13
H 2.5834 4.2084 -4.8015 0.0 0.0 0.0 0.13
H 3.8495 3.3468 -2.8634 0.0 0.0 0.0 0.12
H 2.6501 2.5130 -0.8770 0.1 0.1 -0.1 0.09
```
Forces are in eV/Å.

Calculated values
* E: -2901.5876 a.u.
* multiplicity: 4
* energy above the lowest of the compared OMol25 structures with the same formula, charge and spin: 0.571 eV
* charge: +3
* orbital gap (alpha / beta): 5.1275 / 4.2338 eV


(2)
C13H18I2MoN3O8P2 | wB97M-V/def2-TZVPD

Geometry as XYZ:
```
47
Properties=species:S:1:pos:R:3:forces:R:3:lowdin_charge:R:1
Mo 0.0941 -0.9775 -1.1161 -2.5 -0.4 -1.1 1.17
N -0.9120 0.9182 -1.1656 0.8 0.8 0.5 -0.10
C -0.0813 2.1387 -1.1778 1.5 1.3 -3.7 -0.25
C -0.6404 3.4916 -0.7941 -1.0 0.0 1.8 -0.18
C -0.9171 3.5914 0.7252 -0.7 0.9 2.2 -0.13
C -2.4630 3.4688 1.2207 2.3 0.8 -1.4 -0.15
N -1.5108 -1.8236 -0.5803 0.1 1.3 -0.3 -0.17
H -1.4302 0.9074 -2.0362 -0.6 0.1 0.2 0.10
H -1.5221 0.9674 -0.3648 -0.8 -0.1 0.2 0.07
H 0.1392 2.2485 -2.3188 0.3 -0.2 1.9 0.15
H 0.8723 2.0640 -0.6622 0.0 -0.8 0.1 0.09
H -1.5561 3.6574 -1.3229 -0.6 0.3 -0.5 0.11
H 0.0312 4.3276 -1.0120 0.2 -0.6 -0.5 0.13
H -0.5546 4.5359 1.2118 -0.5 -0.3 -1.0 0.12
H -0.2071 2.9112 1.2773 -1.2 -0.1 -0.4 0.12
H -3.1328 4.2632 0.8107 0.6 -0.8 -0.5 0.14
H -2.5789 3.5832 2.2648 0.4 0.1 1.3 0.11
H -1.6225 -2.7486 -0.1805 -1.1 0.0 0.1 0.09
H 1.1981 -3.7072 -0.5597 0.4 -2.2 0.5 0.09
I 0.8168 -1.1967 -3.5368 0.2 0.3 -1.3 0.34
C 1.5630 -0.8280 0.1520 4.5 2.0 2.1 -0.27
C 2.5950 -0.0146 0.8032 -0.8 1.6 -0.6 -0.10
C 3.8950 -0.4904 1.0157 -1.0 5.3 0.4 -0.52
I 5.4887 0.9238 1.7251 -1.5 -1.1 -0.4 0.82
C 4.3298 -1.6380 0.4685 0.7 -5.9 -0.1 -0.24
C 5.5404 -2.3325 0.6308 3.7 -1.1 0.3 -0.01
C 5.7716 -3.6956 0.2834 -0.5 2.4 0.0 0.02
C 4.6455 -4.2675 -0.3212 1.1 -2.9 0.4 -0.12
N 3.4519 -3.7929 -0.4816 0.7 -0.2 0.1 0.15
C 3.3633 -2.5656 -0.0490 -1.2 3.9 -1.0 -0.20
C 2.1550 -1.9326 -0.3251 -3.3 -3.8 0.6 -0.26
O 1.0537 -2.8390 -0.8510 1.5 2.7 -0.3 -0.22
H 2.2686 1.0735 0.8404 1.1 -1.4 1.0 0.10
H 6.4607 -1.8389 0.9943 -0.9 0.1 0.1 0.09
H 6.7714 -4.2383 0.4233 -1.8 1.0 -0.3 0.15
H 4.6588 -5.2895 -0.5885 0.6 -1.1 -0.5 0.11
O -4.9449 1.8053 -0.3725 1.4 -0.2 0.9 -0.06
P -4.2739 1.5622 1.0688 0.0 -1.1 -0.8 0.35
O -5.1498 1.8805 2.1820 0.3 0.4 0.0 -0.18
O -2.8318 2.1399 0.8891 -0.1 -0.1 -0.2 -0.21
O -3.8099 0.0298 1.0353 -0.5 0.0 0.4 -0.19
P -3.9020 -1.2829 0.1629 1.5 -2.9 4.2 0.26
O -5.2466 -1.3108 -0.5422 -2.4 -0.9 0.1 -0.05
O -3.7423 -2.5749 0.9051 0.1 1.9 -0.6 -0.24
O -2.6967 -1.0039 -0.7635 1.6 -0.8 -1.9 -0.25
H -5.8221 1.9415 -0.0543 -2.0 0.4 -0.5 0.07
H -5.6153 -2.0414 0.0865 -0.1 1.1 -1.8 0.17
```
Forces are in eV/Å.

Calculated values
* E: -2618.4993 a.u.
* multiplicity: 3
* energy above the lowest of the compared OMol25 structures with the same formula, charge and spin: 6.584 eV
* charge: +1
* orbital gap (alpha / beta): 7.4901 / 7.7405 eV


(3)
C9H12N2O | wB97M-V/def2-TZVPD

Geometry as XYZ:
```
24
Properties=species:S:1:pos:R:3:forces:R:3:lowdin_charge:R:1
C 0.9565 1.1720 2.5277 -2.4 0.2 3.2 -0.13
C 1.8353 1.6940 1.4780 1.2 -1.7 0.0 -0.26
C -0.0657 1.1392 -0.2677 3.0 1.1 -1.8 -0.07
C -0.5052 -0.2346 -0.7673 -2.5 -0.3 2.0 -0.19
C -0.8819 -1.2129 0.1994 2.5 0.0 0.7 -0.05
C -1.2531 -2.5154 -0.1322 -0.8 0.6 -0.9 -0.06
C -1.7940 -2.6770 -1.4443 1.0 -2.0 1.2 -0.10
C -1.7990 -1.6136 -2.2875 0.5 -0.2 -2.0 -0.11
C -1.0441 -0.5003 -2.0024 -0.1 1.3 -0.3 -0.06
H -0.1551 1.4149 2.3272 1.7 -0.8 0.0 0.09
H 1.0806 1.9330 3.3358 0.2 -1.3 0.4 0.08
H 1.0350 0.0776 2.8649 0.2 1.8 -0.5 0.11
H 2.9725 1.4780 1.6543 -2.2 0.6 -0.5 0.17
H 1.5665 2.7145 1.4173 0.6 1.6 -0.1 0.11
H -0.0868 1.9857 -1.0606 -0.1 -1.7 1.1 0.15
H -0.5234 1.5237 0.5759 -1.8 0.1 1.4 0.06
H -0.5426 -1.0284 1.2310 -0.3 -0.1 -0.4 0.10
H -1.1194 -3.2971 0.6330 -0.5 0.3 -0.7 0.11
H -1.9786 -3.6539 -1.9365 -0.4 0.5 1.0 0.11
H -2.1525 -1.7732 -3.3294 0.1 0.3 0.9 0.12
H -0.9371 0.2355 -2.7520 0.2 0.7 -0.9 0.10
N 1.3929 1.1056 0.2619 -0.4 -1.2 -3.1 -0.16
N 2.2884 0.9784 -0.7004 -2.0 1.1 -2.3 -0.01
O 1.7110 1.0543 -1.8263 2.4 -1.0 1.5 -0.12
```
Forces are in eV/Å.

Calculated values
* E: -534.7418 a.u.
* SMILES: CCN(Cc1ccccc1)N=O
* energy above the lowest of the compared OMol25 structures with the same formula, charge and spin: 4.613 eV
* orbital gap: 9.6678 eV


(4)
C26H19CuF12N4O2Se | wB97M-V/def2-TZVPD

Geometry as XYZ:
```
65
Properties=species:S:1:pos:R:3:forces:R:3:lowdin_charge:R:1
Cu 1.3556 9.8452 20.4246 0.0 0.4 1.2 0.65
C 4.9841 9.0638 14.6338 0.9 -0.7 0.6 -0.07
C 3.9916 9.3604 15.7284 -1.2 0.5 1.1 -0.27
C 2.9274 10.2618 15.5280 0.0 -0.2 0.5 -0.05
C 2.0470 10.5846 16.5512 -0.7 0.8 -0.3 -0.03
C 2.0881 9.9518 17.8113 0.5 -0.1 -0.5 -0.25
N 1.0579 10.1183 18.6666 -0.2 -0.1 -0.4 -0.03
C -0.2089 10.3874 18.2325 -0.9 0.8 0.6 -0.22
C -0.7223 9.8137 17.0472 -0.4 1.3 1.2 -0.03
C -1.9522 10.2029 16.5553 -0.5 -0.9 -0.6 -0.07
C -2.7735 11.1105 17.2201 0.0 1.6 1.1 -0.25
C -4.1626 11.5435 16.6910 -0.7 -1.1 -0.4 -0.08
C -2.2400 11.7226 18.4272 -1.1 -0.9 -0.8 0.02
C -1.0380 11.2807 19.0121 -1.2 0.7 -1.5 -0.07
C -0.6012 11.9259 20.3380 0.9 -1.3 0.0 -0.28
O 0.1159 10.9628 21.0927 -1.4 2.1 0.1 -0.23
C -1.7833 12.3636 21.3230 0.0 -1.2 -0.4 -0.45
F -1.2516 12.6053 22.5467 -1.0 -0.1 -0.9 0.13
F -2.5206 13.4488 20.9511 0.7 -0.9 0.5 0.12
F -2.6731 11.2801 21.4350 1.1 1.8 0.1 0.08
C 0.2534 13.2213 19.9860 -0.4 -0.8 -1.8 -0.47
F 1.3849 12.9058 19.2894 -0.8 0.2 1.0 0.13
F 0.5801 13.8722 21.0854 0.2 0.7 -0.1 0.18
F -0.4442 14.0610 19.0929 0.8 -0.8 1.8 0.09
C 3.2154 9.1773 18.1086 1.4 -0.9 -1.0 -0.07
C 4.0734 8.8262 17.0393 -0.1 0.6 -1.1 0.01
C 3.6442 8.5930 19.4834 -0.6 -0.5 -0.1 -0.32
O 2.7849 8.8035 20.5277 1.3 -0.5 -0.2 -0.21
C 5.0515 9.2680 19.8552 -0.7 -0.3 -0.6 -0.44
F 5.5120 8.8402 21.0750 -0.2 0.8 -1.6 0.13
F 4.7953 10.6106 19.8779 0.8 -1.1 0.5 0.13
F 6.0330 9.0767 18.9002 -0.7 0.2 1.7 0.10
C 3.6804 7.0074 19.3232 -0.4 0.1 -0.6 -0.42
F 4.7835 6.5349 18.6420 -1.3 0.1 0.6 0.10
F 2.5105 6.6376 18.6074 2.3 0.2 1.5 0.09
F 3.6818 6.3739 20.5138 -0.2 0.3 -1.1 0.14
H 5.9231 8.7545 15.1549 -0.3 0.5 -0.7 0.08
H 5.1733 9.8703 13.8921 -0.2 -0.3 0.8 0.08
H 4.7286 8.1828 14.0527 -0.4 -0.2 -0.2 0.06
H 2.7579 10.6591 14.5410 0.1 0.4 -0.2 0.10
H 1.2212 11.3688 16.4678 1.3 -1.3 -0.4 0.14
H -0.1314 9.1167 16.5046 0.4 -0.4 -0.3 0.11
H -2.2434 9.6663 15.6170 -0.2 0.8 0.8 0.12
H -4.6960 10.6775 16.1602 0.9 1.0 0.7 0.08
H -4.1626 12.3671 15.9518 0.3 -0.3 0.4 0.06
H -4.8851 11.8386 17.4882 0.8 -0.1 -0.3 0.07
H -2.8447 12.5441 18.9163 0.7 -1.3 -0.6 0.13
H 4.8106 8.0513 17.1998 0.2 0.4 0.1 0.10
Se -0.6155 7.3978 21.3466 -1.8 -2.3 -1.3 1.21
N -2.0253 7.7083 20.1953 1.8 -0.9 0.7 -0.16
C -2.4455 6.4838 19.8348 0.1 -0.7 0.0 -0.39
C -3.3800 6.2555 18.7352 0.0 0.2 0.6 -0.04
C -3.6032 4.9884 18.2804 -0.6 -0.6 0.4 -0.12
C -3.0671 3.8582 18.9894 0.7 0.0 0.0 -0.13
C -2.1935 3.9817 20.0484 -0.3 1.2 0.7 -0.04
C -1.8496 5.3383 20.5457 -1.0 -0.6 -0.9 -0.40
N -0.9816 5.6155 21.5442 0.7 1.2 -2.1 -0.22
H -3.9460 7.1103 18.3645 0.5 -0.1 -0.2 0.10
H -4.2815 4.7038 17.4372 0.6 0.8 0.8 0.10
H -3.3664 2.8847 18.5867 0.4 0.2 0.4 0.09
H -1.7334 3.1164 20.5468 -0.3 0.4 -0.3 0.10
N -1.6050 8.8732 23.0268 -1.5 0.7 0.5 -0.09
H -1.8473 9.6382 22.3805 -0.1 -0.5 0.8 0.01
H -0.8157 9.0906 23.5975 0.2 0.4 0.4 0.02
H -2.3807 8.4407 23.5488 0.6 0.7 -0.5 0.05
```
Forces are in eV/Å.

Calculated values
* E: -6612.0192 a.u.
* multiplicity: 2
* energy above the lowest of the compared OMol25 structures with the same formula, charge and spin: 2.181 eV
* charge: -1
* orbital gap (alpha / beta): 6.0998 / 5.9923 eV


(5)
C3H6BrO3S | wB97M-V/def2-TZVPD

Geometry as XYZ:
```
14
Properties=species:S:1:pos:R:3:forces:R:3:lowdin_charge:R:1
C 1.9870 0.5562 0.1217 -0.4 -0.4 -1.5 -0.09
C 0.5700 -0.0583 0.2524 3.5 0.1 -1.4 -0.37
C -0.6002 0.2945 -0.5655 -1.3 0.0 3.1 -0.72
O -3.0780 -0.6442 -0.7346 -1.0 0.5 -0.6 -0.38
O -1.9782 -0.6976 1.4219 0.2 -0.5 0.0 -0.38
O -1.1926 -2.1461 -0.4924 -0.7 0.7 1.0 -0.39
S -1.8716 -0.9163 -0.0103 1.1 -1.3 -1.1 0.33
Br -1.2689 2.0194 -0.0128 -0.1 1.3 0.2 0.68
H 1.7737 1.5344 -0.1971 0.4 1.7 -0.9 0.02
H 2.6261 0.0134 -0.6464 -0.8 0.8 0.9 0.09
H 2.5499 0.6986 1.0326 -0.1 -0.5 0.5 0.06
H 0.7930 -1.0651 0.1805 -0.3 -2.4 -0.7 0.08
H 0.3097 -0.0186 1.2242 -1.2 0.7 3.3 0.06
H -0.6202 0.4297 -1.5741 0.5 -0.5 -2.8 0.03
```
Forces are in eV/Å.

Calculated values
* E: -3315.8820 a.u.
* energy above the lowest of the compared OMol25 structures with the same formula, charge and spin: 0.380 eV
* charge: -1
* orbital gap: 8.5218 eV


(6)
CH3NO | wB97M-V/def2-TZVPD

Geometry as XYZ:
```
6
Properties=species:S:1:pos:R:3:forces:R:3:lowdin_charge:R:1
C -3.4987 0.2067 -0.8046 0.0 0.0 0.1 -0.01
N 0.1713 0.1365 0.2570 -3.1 2.2 -1.9 -0.05
O -3.7761 -0.0372 0.2580 0.0 0.0 -0.1 0.02
H -0.8268 -0.2336 0.1184 1.6 0.0 1.0 -0.01
H -0.0026 0.9398 0.9395 0.4 -1.4 -0.9 0.02
H 0.0758 0.6878 -0.6799 1.1 -0.9 1.7 0.04
```
Forces are in eV/Å.

Calculated values
* E: -169.8759 a.u.
* energy above the lowest of the compared OMol25 structures with the same formula, charge and spin: 0.862 eV
* orbital gap: 11.8836 eV


energy above the lowest of the compared OMol25 structures with the same formula, charge and spin of number 3 (C9H12N2O)?
4.613 eV


Copy entry 5 word for word.
C3H6BrO3S | wB97M-V/def2-TZVPD

Geometry as XYZ:
```
14
Properties=species:S:1:pos:R:3:forces:R:3:lowdin_charge:R:1
C 1.9870 0.5562 0.1217 -0.4 -0.4 -1.5 -0.09
C 0.5700 -0.0583 0.2524 3.5 0.1 -1.4 -0.37
C -0.6002 0.2945 -0.5655 -1.3 0.0 3.1 -0.72
O -3.0780 -0.6442 -0.7346 -1.0 0.5 -0.6 -0.38
O -1.9782 -0.6976 1.4219 0.2 -0.5 0.0 -0.38
O -1.1926 -2.1461 -0.4924 -0.7 0.7 1.0 -0.39
S -1.8716 -0.9163 -0.0103 1.1 -1.3 -1.1 0.33
Br -1.2689 2.0194 -0.0128 -0.1 1.3 0.2 0.68
H 1.7737 1.5344 -0.1971 0.4 1.7 -0.9 0.02
H 2.6261 0.0134 -0.6464 -0.8 0.8 0.9 0.09
H 2.5499 0.6986 1.0326 -0.1 -0.5 0.5 0.06
H 0.7930 -1.0651 0.1805 -0.3 -2.4 -0.7 0.08
H 0.3097 -0.0186 1.2242 -1.2 0.7 3.3 0.06
H -0.6202 0.4297 -1.5741 0.5 -0.5 -2.8 0.03
```
Forces are in eV/Å.

Calculated values
* E: -3315.8820 a.u.
* energy above the lowest of the compared OMol25 structures with the same formula, charge and spin: 0.380 eV
* charge: -1
* orbital gap: 8.5218 eV


energy above the lowest of the compared OMol25 structures with the same formula, charge and spin of number 4 (C26H19CuF12N4O2Se)?
2.181 eV


energy above the lowest of the compared OMol25 structures with the same formula, charge and spin of number 1 (C39H26N2OPReS2)?
0.571 eV